19
Properties=species:S:1:pos:R:3 method="wB97M-V/def2-TZVPD" spin_multiplicity=2 lumo_ev="-10.15 / -10.76" total_charge=+2 orbital_gap_ev="4.8 / 4.2"
C 2.70182 0.91101 -1.54901
C 3.15157 1.05480 -0.17923
C 2.18711 1.24760 0.86864
N -3.53317 1.23041 -0.07521
C -4.40301 2.21557 -0.28212
N 2.53991 1.48613 2.07157
N 2.57051 2.25993 -2.17796
H 1.69416 0.48809 -1.57730
H -18.79830 -41.51007 6.13777
H 3.37527 0.32169 -2.17356
H 4.20877 1.01780 0.07363
H 1.13854 1.18641 0.56148
H -18.25240 -41.13247 6.50413
H 2.64205 3.02726 -1.51470
H -4.65689 2.83255 0.58401
H 1.72929 1.61229 2.68420
H -4.71638 2.33983 -1.32726
H 3.25346 2.46748 -2.90182
H -4.52286 0.70875 0.09569

=====

82
Properties=species:S:1:pos:R:3 method="wB97M-V/def2-TZVPD" spin_multiplicity=1 lumo_ev=-0.08 total_charge=0 orbital_gap_ev=8.4
C -0.87508 -3.64996 5.99799
H -1.75817 -3.83726 5.55556
C 0.38423 -3.82583 4.92332
H 0.40894 -4.94586 4.85469
C 0.25807 -3.05180 3.93913
H 0.08187 -2.12988 4.05980
H -0.98037 -3.51598 3.43421
C 1.42880 -3.46409 2.79387
N 1.39658 -2.60516 1.64535
C 2.56480 -2.50289 0.94396
H 3.41412 -2.80962 1.50201
H 2.78518 -3.50180 0.18876
C 2.87423 -1.13274 0.34856
C 2.91795 -0.07294 1.03408
N 1.80633 0.13523 1.89851
C 0.83057 1.14735 1.84914
O 1.19901 2.36362 1.45441
C -0.49967 1.01126 2.55489
N -1.32230 2.04556 1.88990
C -2.15197 2.69565 2.84793
O -1.74781 2.71734 4.13909
C -3.27877 3.45190 2.25995
H -3.23909 4.50128 2.78916
O -3.20774 3.87216 0.91371
C -2.21560 3.05796 0.05416
C -2.74093 3.24400 -1.26446
C -2.19202 2.38637 -1.94744
C -1.20764 1.32820 -1.77320
C -1.16650 1.10852 -0.23004
C -1.73672 2.08596 0.64583
H -0.32551 0.37983 -0.05012
S -0.20479 0.33349 -2.67729
O 0.25801 -0.71888 -2.00814
O -1.14884 -0.00305 -3.73625
N 0.90659 1.23502 -3.23977
C 0.70418 2.13308 -4.59054
C 0.65925 3.67214 -3.87221
H -0.67477 3.62730 -3.39961
C 1.66381 4.00108 -3.03593
C 1.42435 5.28374 -2.56598
H 1.19339 6.22550 -3.30019
H 2.11426 5.54774 -1.91708
H 0.52880 5.43065 -1.80616
C 1.72532 3.03894 -1.70837
C 2.06854 1.52297 -2.38721
H 1.93925 1.06062 -1.58811
H 2.84555 1.65658 -2.86750
H 0.79777 3.24743 -1.15429
H 2.75916 3.30648 -1.28242
H 2.57530 3.85056 -3.60834
H 0.47965 4.29130 -4.80226
H -0.13482 1.83195 -4.95718
H 1.63746 2.30206 -5.16997
H -2.46225 2.43587 -3.14065
H -3.55622 4.05884 -1.56034
H -4.29108 3.03729 2.34791
H -0.25155 1.27571 3.65786
H -0.80895 -0.07042 2.40134
H 1.29766 -0.80769 2.01889
H 3.44266 -0.15376 1.73319
H 3.19032 0.97840 0.64898
H 1.93050 -1.04168 -0.58585
H 3.81735 -1.27893 -0.39222
C 0.05601 -2.91744 0.78623
C 0.06900 -4.03269 0.06731
C -0.41304 -5.18941 0.61532
C -0.38084 -6.42256 -0.02680
C 0.15465 -6.53234 -1.53228
C 0.63610 -5.47012 -1.86684
C 0.28776 -4.21531 -1.47272
H 0.91379 -3.26083 -1.94622
H 1.01106 -5.35141 -3.01004
H 0.32185 -7.51687 -1.85113
H -0.45410 -7.38817 0.18368
H -0.82729 -5.08386 1.66495
H 0.23727 -1.85302 -0.05863
H -0.67817 -2.75123 1.28874
H 2.29328 -3.27421 3.28917
H 1.44870 -4.31398 2.36343
H 1.18031 -3.64451 5.53772
H -0.69551 -4.31940 6.97355
H -0.87276 -2.49817 6.34086

=====

16
Properties=species:S:1:pos:R:3 method="wB97M-V/def2-TZVPD" smiles="C=CCO.C=C" spin_multiplicity=1 lumo_ev=0.86 total_charge=0 orbital_gap_ev=10.0
O 1.24273 -0.95429 -0.97890
C 0.28787 -0.08175 -1.54699
C 0.13893 1.16334 -0.72360
C 1.01200 1.60289 0.17377
C -0.77516 -0.37085 1.86568
C -1.21472 -1.30704 1.03540
H 1.39357 -1.67089 -1.60680
H -0.69488 -0.57296 -1.64086
H 0.59123 0.22902 -2.55963
H -0.78938 1.70684 -0.89695
H 0.81586 2.50544 0.74699
H 1.92108 1.04956 0.39426
H 0.24338 -0.38412 2.24579
H -1.39136 0.47160 2.17140
H -0.56170 -2.10809 0.70049
H -2.21945 -1.27870 0.61993

=====

30
Properties=species:S:1:pos:R:3 method="wB97M-V/def2-TZVPD" spin_multiplicity=1 lumo_ev=-6.45 total_charge=+1 orbital_gap_ev=6.4
C 0.74328 2.66144 4.09312
C 0.39826 1.57747 3.63287
C -0.12998 0.47978 2.69808
C -1.32273 -0.31105 3.17572
C -1.76729 -1.35652 2.16402
P -3.23684 -2.52513 2.49590
O -3.97974 -2.12331 3.74262
N -1.03577 -1.39762 0.97976
F -1.50967 -2.32405 0.09738
N -0.01270 -0.75303 0.54061
C 0.52536 0.21302 1.35997
B 1.85612 1.00048 0.79120
O 2.62799 1.88748 1.56114
O 2.26740 0.73442 -0.53957
H 1.28173 3.61233 4.37185
H -1.82956 -0.17859 4.16934
H -4.05439 -2.69669 1.33413
H -2.62896 -3.80952 2.75336
H 2.82941 1.42320 2.40795
H 2.66776 -0.16473 -0.49872
C 1.20514 -0.28512 -3.75795
C 0.37329 0.86985 -3.27972
O 0.16267 1.62610 -4.46331
C 0.30358 0.77236 -5.51754
O 0.02990 1.04259 -6.64241
O 0.79832 -0.43217 -5.11152
H 1.01508 -1.19935 -3.19408
H 2.27675 -0.06816 -3.73175
H -0.59754 0.55202 -2.88614
H 0.88362 1.46610 -2.52419

=====

20
Properties=species:S:1:pos:R:3 method="wB97M-V/def2-TZVPD" smiles="C=CCCNC.O" spin_multiplicity=1 lumo_ev=0.71 total_charge=0 orbital_gap_ev=9.7
C -1.24566 -0.63022 2.15477
N -0.61496 -1.35189 1.04218
C -1.13383 -0.97283 -0.25334
C -0.15845 -1.31525 -1.36951
C 1.00497 -0.46612 -1.84948
C 1.44065 0.71613 -1.40157
H -1.73535 0.29706 1.83902
H -2.03116 -1.22809 2.64808
H -0.60390 -0.41287 3.01370
H 0.31168 -0.92948 1.05132
H -2.11024 -1.43117 -0.44050
H -1.32945 0.10766 -0.38050
H 0.41419 -2.19866 -1.02618
H -0.68989 -1.61144 -2.28464
H 1.41472 -0.91818 -2.74282
H 0.78059 1.32670 -0.79668
H 2.37264 1.14258 -1.74683
H 2.00377 3.26590 0.52751
H 0.67877 3.69539 1.03113
O 1.23092 2.91478 0.98435

=====

16
Properties=species:S:1:pos:R:3 method="wB97M-V/def2-TZVPD" spin_multiplicity=1 lumo_ev=-3.07 total_charge=+1 orbital_gap_ev=11.1
C 1.75933 -0.70083 -0.51211
C 2.25103 -1.68120 0.26376
N 1.27973 -2.11326 1.19968
C 0.17240 -1.42954 0.89238
N 0.38064 -0.51278 -0.13854
H 2.20156 -0.10770 -1.25049
H 3.23524 -2.08173 0.26545
H 1.41783 -2.94816 1.81816
H -0.74438 -1.33634 1.53154
H -0.22689 0.29444 -0.54618
H -1.68816 0.51736 -2.33027
H -1.81993 1.58177 -1.37006
O -1.41321 0.74531 -1.50305
H -2.85412 3.26645 0.00441
H -1.94873 3.38664 1.30514
O -2.00233 3.11957 0.37018

=====

63
Properties=species:S:1:pos:R:3 method="wB97M-V/def2-TZVPD" spin_multiplicity=1 lumo_ev=-4.20 total_charge=+1 orbital_gap_ev=6.7
Pb -1.17235 0.50546 -1.35207
O -0.35294 2.46313 -3.15541
C -1.41394 3.38677 -3.02388
C -2.84786 3.76622 -0.97903
N -3.17924 2.39907 -0.58241
C -4.30778 1.79477 -1.35188
C -4.36604 0.29180 -1.04483
O -5.44051 -0.26490 -0.72076
O -3.21096 -0.36707 -1.15663
C -3.50170 2.29968 0.86065
C -2.24283 2.12910 1.68867
O -1.77841 2.93020 2.50930
O -1.75735 0.91626 1.35100
H 0.43195 2.86631 -2.69592
H -2.35794 2.90635 -3.28888
H -1.24322 4.29679 -3.60391
H -3.51642 4.13618 -1.75893
H -2.84889 4.46296 -0.13825
H -4.16968 1.97705 -2.41304
H -5.25530 2.26234 -1.06643
H -4.14720 1.42920 1.00391
H -4.06259 3.18121 1.17299
O 0.51350 -0.21508 4.52627
C 1.63442 0.35552 3.94470
C 2.73834 0.57544 4.78908
C 3.90474 1.12037 4.26509
C 3.99185 1.46422 2.91291
C 2.89874 1.23598 2.08446
C 1.70982 0.68107 2.57744
C 0.61224 0.39382 1.61336
O -0.56600 0.55181 2.35204
N 0.79876 -0.91696 1.02615
N 0.27166 -1.18375 -0.18054
C 0.50207 -2.46667 -0.61809
C 0.06662 -2.87950 -1.89249
Br -1.06878 -1.77068 -3.00747
C 0.37199 -4.13950 -2.44282
C 1.41248 -5.02053 -2.01738
C 2.64351 -4.55211 -1.48044
C 3.68266 -5.44094 -1.25711
C 3.54427 -6.80249 -1.54106
C 2.32167 -7.29231 -2.05196
C 1.27575 -6.41181 -2.28317
H -0.18614 -0.04941 3.83940
H 2.67011 0.31198 5.83955
H 4.74968 1.30567 4.91466
H 4.89771 1.91122 2.51485
H 2.98144 1.46309 1.03338
H 0.58131 1.11780 0.78126
H 1.18859 -1.65993 1.61056
H 1.05000 -3.12932 0.05967
H -0.24179 -4.44614 -3.28517
H 2.77322 -3.49264 -1.29319
H 4.62170 -5.06732 -0.85982
H 4.37076 -7.47825 -1.36850
H 2.19247 -8.34220 -2.28773
H 0.32404 -6.74435 -2.68480
C -0.22416 4.72282 0.32232
C -0.36526 4.13786 -1.02956
N -1.50495 3.80725 -1.60530
H -1.16901 4.69229 0.87313
H 0.20063 5.71819 0.21958
H 0.57052 4.16663 0.83245

=====

4
Properties=species:S:1:pos:R:3 method="wB97M-V/def2-TZVPD" smiles="O=NO" spin_multiplicity=1 lumo_ev=0.49 total_charge=0 orbital_gap_ev=10.8
H -1.29885 0.35868 0.15400
N 0.49950 0.30814 -0.07415
O -0.68608 -0.36284 -0.06037
O 1.48542 -0.30398 -0.01948

=====

69
Properties=species:S:1:pos:R:3 method="wB97M-V/def2-TZVPD" spin_multiplicity=2 lumo_ev="-4.29 / -10.10" total_charge=+1 orbital_gap_ev="8.2 / 2.4"
C 16.80569 2.85765 -0.00838
O 18.12476 3.10152 -0.41552
C 18.91085 2.13270 -0.99337
O 18.51829 0.95977 -1.20990
O 20.04547 2.65760 -1.23773
C 20.95345 2.00305 -2.09259
H 16.30619 2.43827 -0.88172
H 16.38486 3.75404 0.44713
H 16.89304 2.10086 0.77120
H 21.51680 1.45102 -1.34026
H 21.56215 2.80542 -2.50948
H 20.55538 1.40830 -2.91473
C 9.45099 8.38116 -3.82977
O 10.70427 8.18437 -3.22146
C 11.43402 7.13514 -3.55306
O 11.11435 6.28515 -4.45856
O 12.44145 7.03404 -2.68960
C 13.39381 5.99278 -2.63122
H 9.56208 8.52541 -4.90446
H 8.93316 9.17854 -3.29674
H 8.81112 7.50654 -3.71270
H 12.89226 5.02723 -2.56571
H 14.18325 6.10575 -1.88817
H 13.95160 5.81519 -3.55069
C 13.93735 -0.22944 -1.94309
O 14.21577 -1.23775 -2.85972
C 14.36410 -0.93668 -4.20410
O 14.85856 0.16252 -4.59505
O 14.22425 -2.11213 -4.95943
C 14.54925 -2.00637 -6.32956
H 14.82688 -0.14946 -1.31822
H 12.99813 -0.34242 -1.40161
H 14.04885 0.71326 -2.47878
H 15.63836 -2.03565 -6.29638
H 14.08951 -1.12404 -6.77477
H 14.15622 -2.97915 -6.62507
C 21.82315 2.79178 -5.85761
O 20.88449 2.40423 -6.81344
C 19.90575 1.60047 -6.43535
O 19.59306 1.29445 -5.26692
O 19.27225 1.07071 -7.51923
C 18.02416 0.40592 -7.32078
H 22.32127 3.65889 -6.29129
H 22.48940 1.95283 -5.65664
H 21.51725 3.13985 -4.87102
H 18.25350 -0.22863 -6.46471
H 17.61501 -0.08473 -8.20393
H 17.37196 1.19982 -6.95681
C 16.33049 2.64061 -4.18870
N 16.90640 3.86597 -3.68705
O 18.11207 4.06943 -3.96017
O 16.29647 4.56340 -2.87998
H 17.23715 2.04244 -4.27957
H 15.79644 2.81110 -5.12348
H 15.68606 2.23841 -3.40701
C 18.67856 6.30874 -0.53587
N 18.45669 7.34278 0.50991
O 19.42181 7.75061 1.05908
O 17.29312 7.66857 0.65156
H 17.75065 5.78751 -0.77121
H 19.38200 5.56600 -0.15958
H 19.13270 6.88467 -1.34221
C 13.37986 2.16647 -6.39554
N 12.08043 1.59277 -6.01786
O 11.94023 0.40185 -6.30249
O 11.34860 2.25583 -5.32076
H 13.80946 2.31279 -5.40452
H 13.36384 3.14397 -6.87755
H 13.92763 1.43743 -6.99266

=====

109
Properties=species:S:1:pos:R:3 method="wB97M-V/def2-TZVPD" spin_multiplicity=2 lumo_ev="1.88 / 1.88" total_charge=-1 orbital_gap_ev="5.1 / 6.8"
O 36.74966 1.43677 26.36407
V 35.47152 1.95426 27.12802
O 34.21407 0.94080 27.25468
C 34.11684 3.64550 24.98468
O 34.41329 2.22222 24.72460
O 34.54943 3.81010 26.33722
C 34.86889 4.44033 23.84680
F 36.23742 4.30310 23.85125
F 34.45096 4.08757 22.57757
F 34.56325 5.74511 23.97482
C 33.60173 1.54547 23.72855
C 34.11827 0.11405 23.65645
H 34.01422 -0.39272 22.69704
H 35.19479 0.14200 23.82503
H 33.79434 -0.59583 24.41752
H 33.81275 1.90989 22.72318
H 32.53177 1.49498 23.93038
H 33.04382 3.75489 24.82733
C 36.64505 -2.05195 24.85589
C 35.60681 -2.56979 25.87529
C 34.98362 -3.95198 25.51403
O 34.94285 -4.63874 26.73930
C 35.77528 -4.05830 27.57591
O 36.08668 -4.58904 28.66909
O 36.20468 -2.86686 27.08906
H 37.37333 -2.81834 24.59066
H 37.13869 -1.18675 25.29843
H 36.20732 -1.71593 23.91590
H 34.77096 -1.88285 26.00790
H 35.57305 -4.41522 24.72277
H 33.96310 -3.84038 25.14772
C 39.11890 4.09176 25.96276
C 38.81951 5.58307 25.70389
C 37.59718 6.14085 26.33074
O 38.14163 7.27659 26.97740
C 39.40975 7.39864 26.83427
O 40.09473 8.33619 27.31068
O 39.88296 6.32519 26.20146
H 38.19832 3.53562 25.78572
H 39.48587 3.87833 26.96670
H 39.89588 3.72887 25.28992
H 38.78939 5.75755 24.62836
H 37.18508 5.53055 27.13436
H 36.95704 6.43174 25.49786
C 32.45903 3.56420 33.10877
C 32.92064 4.13410 31.81258
C 34.32047 4.83274 31.85025
O 34.96166 4.32377 30.68607
C 34.24662 3.28794 30.20210
O 34.62470 2.63862 29.25132
O 33.14152 3.08607 30.93879
H 33.21970 2.91246 33.53856
H 31.49149 3.07134 33.01354
H 32.23030 4.38342 33.79041
H 32.07353 4.70677 31.43501
H 34.99002 4.53691 32.65790
H 34.27751 5.92183 31.83899
C 32.80767 -2.84864 29.07544
C 32.63821 -1.31983 29.02929
C 31.51514 -0.85846 28.06530
O 30.82830 0.03325 28.83906
C 31.28014 0.08934 30.08286
O 30.72368 0.79414 30.92187
O 32.27613 -0.80239 30.28965
H 33.70078 -3.09223 29.65087
H 33.08230 -3.23910 28.09553
H 31.93052 -3.41510 29.38824
H 33.57800 -0.84809 28.74228
H 30.90748 -1.70105 27.73532
H 32.01806 -0.34749 27.24427
C 40.09626 1.24309 28.13076
C 40.55744 -0.19191 27.81180
C 41.24524 -0.21057 26.47136
O 42.44714 -0.83343 26.68766
C 42.63374 -0.98387 28.02256
O 43.65956 -1.42675 28.56374
O 41.63002 -0.47365 28.69615
H 39.51913 1.10242 29.04467
H 39.53865 1.71913 27.32418
H 40.93674 1.83544 28.49242
H 39.73274 -0.89177 27.94658
H 41.37622 0.79552 26.07294
H 40.63565 -0.67131 25.69406
C 39.16214 -2.16417 31.36488
C 37.94713 -2.45814 30.45417
C 36.62886 -2.59024 31.18688
O 35.92202 -1.49521 30.73101
C 36.58500 -0.82023 29.78539
O 36.21148 0.16507 29.17635
O 37.80053 -1.31668 29.62907
H 39.04069 -1.11764 31.64436
H 40.13408 -2.26826 30.88259
H 39.09026 -2.72255 32.29823
H 38.14874 -3.34964 29.86031
H 36.73277 -2.57978 32.27185
H 36.19471 -3.56295 30.95569
C 39.84107 2.83851 31.87095
C 38.51222 3.48730 31.59554
C 38.50624 4.86136 31.01089
O 38.11695 4.61632 29.66514
C 37.71812 3.38571 29.50384
O 37.20400 2.95077 28.46650
O 37.89982 2.69047 30.61069
H 39.73617 1.89487 32.40632
H 40.52639 3.52698 32.36536
H 40.39197 2.63584 30.95251
H 37.95675 3.45819 32.53293
H 39.44505 5.41366 30.96974
H 37.71504 5.50929 31.38809

=====

6
Properties=species:S:1:pos:R:3 method="wB97M-V/def2-TZVPD" smiles="O=[Si](Cl)Cl.Cl" spin_multiplicity=1 lumo_ev=-0.80 total_charge=0 orbital_gap_ev=10.2
O -2.61718 0.04846 1.06005
Si -3.80519 0.05312 0.12271
Cl -4.75172 1.83926 -0.02529
Cl 1.76282 0.27900 -0.18252
Cl -4.83069 -1.47299 -0.48548
H 3.01249 0.10548 -0.53602

=====

| no. | E (hartree) |
| --- | --- |
| 1 | -322.9226 |
| 2 | -2160.6443 |
| 3 | -271.6707 |
| 4 | -1375.5618 |
| 5 | -328.2352 |
| 6 | -379.4609 |
| 7 | -4442.2601 |
| 8 | -205.7374 |
| 9 | -2109.1829 |
| 10 | -4372.9011 |
| 11 | -1746.0053 |